Here is a single C4HNO3 molecule at a distorted geometry from the OMol25 dataset. Energies are from ωB97M-V with the def2-TZVPD basis set.

```
9
Properties=species:S:1:pos:R:3:forces:R:3:lowdin_charge:R:1
C -0.1204 -1.1304 -0.0988 1.361 -3.422 -1.927 -0.1695
C -0.5703 -0.3060 1.1590 1.860 -1.949 -3.022 -0.0413
C 0.4625 1.1783 -0.0391 -0.525 3.615 -3.923 -0.2910
C 0.2190 0.0582 -1.1349 -2.552 -0.723 -4.262 -0.0777
H -0.7703 -0.7611 2.0214 -1.924 -2.267 3.221 0.0861
N -0.2703 0.8983 1.2351 2.264 2.497 -2.275 0.1849
O 0.1502 -2.3663 -0.2150 -1.551 5.537 0.970 0.0948
O 0.9234 2.2273 -0.4907 -0.877 -2.414 2.802 0.1358
O -0.0239 0.2018 -2.4369 1.943 -0.873 8.415 0.0779
```
Positions in Å, forces in eV/Å.

The total energy is -433.36153 Ha. The energy above the lowest of the compared OMol25 structures with the same formula, charge and spin comes out at 3.186 eV. The LUMO energy comes out at -0.0849 hartree. The calculation puts the HOMO-LUMO gap at 7.709 eV. The HOMO energy comes out at -10.02 eV.

Here is a molecular structure, C27H28CoN8S4 from the OMol25 dataset. Energies are from ωB97M-V with the def2-TZVPD basis set.

```
68
Properties=species:S:1:pos:R:3:forces:R:3:lowdin_charge:R:1
Co -0.0337 0.4209 0.1867 0.021 -0.115 -0.218 0.4468
C 1.1410 -1.5867 2.2498 -0.032 -0.018 0.044 -0.1706
C 2.3173 -0.8581 1.6024 0.040 0.004 -0.046 -0.1633
N 1.9465 0.4580 1.0429 0.003 -0.095 0.035 -0.1332
C 2.0183 1.6012 1.9670 0.000 -0.016 0.007 -0.2402
C 0.9139 1.6086 3.0186 0.023 0.008 0.045 -0.3929
S -0.7766 1.4260 2.3418 -0.007 0.001 -0.051 0.9513
C -1.3755 -0.0955 3.1443 -0.034 -0.001 0.037 -0.4036
C -1.3225 -1.3300 2.2471 0.010 -0.033 -0.024 -0.2464
N -0.0834 -1.3917 1.4694 0.019 -0.048 0.059 -0.1365
H 0.9714 -1.2231 3.2620 0.003 0.026 -0.015 0.1023
H 1.3962 -2.6451 2.3494 -0.002 0.000 0.014 0.1318
H 2.6855 -1.4469 0.7621 -0.018 -0.030 -0.020 0.0950
H 3.1383 -0.7626 2.3197 0.003 -0.009 -0.003 0.1316
H 2.5760 0.6262 0.2657 0.013 0.079 0.028 0.0893
H 1.9468 2.5067 1.3629 -0.005 0.002 -0.002 0.1126
H 2.9828 1.6276 2.4858 -0.005 0.003 0.006 0.1300
H 0.9480 2.5588 3.5494 -0.005 0.001 -0.004 0.0861
H 1.0604 0.8272 3.7617 -0.010 -0.006 -0.018 0.0740
H -2.4067 0.0972 3.4361 0.001 -0.002 -0.003 0.0853
H -0.8105 -0.2174 4.0676 0.009 0.009 -0.008 0.0781
H -2.1376 -1.2930 1.5239 0.003 0.003 -0.004 0.1119
H -1.4661 -2.2186 2.8721 -0.002 0.006 0.008 0.1318
H -0.1844 -2.1041 0.7534 0.030 -0.003 -0.017 0.0904
S 0.7799 -6.4611 -1.9212 -0.035 -0.066 0.019 0.7295
C 1.0732 -4.9181 -2.3249 -0.020 0.143 -0.056 -1.0820
S 1.6325 -3.6857 -1.2191 -0.039 -0.041 0.122 0.9630
C 1.4698 -2.4628 -2.4464 -0.256 -0.009 -0.309 -1.1156
N 1.0943 -2.9816 -3.6216 0.096 0.007 0.117 0.0555
N 0.9007 -4.2848 -3.5587 0.071 -0.045 -0.003 -0.1235
C 0.4340 -4.9170 -4.7677 -0.087 0.030 0.026 -0.2040
C 0.8953 -6.1679 -5.1468 0.052 0.049 -0.040 -0.0432
C 0.4228 -6.7202 -6.3278 0.016 -0.011 0.017 -0.0592
C -0.4918 -6.0333 -7.1118 -0.002 0.003 -0.005 -0.0631
C -0.9319 -4.7752 -6.7244 -0.005 0.031 0.010 -0.0594
C -0.4677 -4.2068 -5.5505 -0.067 -0.085 0.031 -0.0150
S 1.6198 -0.8272 -2.2447 0.240 0.115 0.054 0.7312
H 1.6215 -6.6978 -4.5512 -0.001 0.004 0.027 0.0887
H 0.7811 -7.6935 -6.6340 -0.007 0.000 -0.010 0.1126
H -0.8577 -6.4748 -8.0289 -0.002 -0.003 0.005 0.1118
H -1.6409 -4.2311 -7.3346 0.005 -0.023 0.005 0.1120
H -0.8017 -3.2283 -5.2381 -0.016 0.036 0.036 0.1100
N 2.3254 3.8801 -3.3370 0.048 0.030 0.038 0.1557
C 1.2801 3.6255 -2.5183 -0.009 -0.026 -0.004 -0.3528
C 1.2688 2.5076 -1.6607 -0.058 0.082 0.007 -0.0889
N 0.2381 2.2685 -0.8673 0.030 -0.009 -0.061 -0.0150
C -0.7955 3.1197 -0.8902 0.005 -0.021 0.017 -0.1190
C -0.7632 4.2195 -1.7274 -0.018 -0.003 0.027 -0.0910
N 0.2563 4.4772 -2.5340 0.007 0.004 -0.013 0.1429
H 3.0608 3.2118 -3.4712 -0.013 -0.013 -0.024 0.1068
H 2.2454 4.6464 -3.9826 -0.011 -0.008 -0.009 0.1138
H 2.0977 1.8116 -1.6479 0.015 -0.013 -0.010 0.0661
H -1.6373 2.9060 -0.2470 -0.011 0.012 -0.011 0.0964
H -1.5919 4.9164 -1.7489 0.000 -0.001 -0.002 0.1186
N -5.8115 -4.4041 -6.4134 0.012 0.016 -0.010 0.1667
C -5.1954 -3.8398 -5.6248 -0.011 -0.026 0.007 -0.1818
C -4.4107 -3.1477 -4.6389 -0.002 0.023 -0.013 -0.2316
C -3.7910 -3.8670 -3.6199 0.021 -0.019 -0.009 -0.0229
C -3.0138 -3.2040 -2.6897 0.020 -0.031 0.007 -0.0289
C -2.8429 -1.8183 -2.7607 0.098 -0.076 -0.040 -0.2534
C -3.4827 -1.1055 -3.7791 0.024 -0.004 -0.022 -0.0170
C -4.2604 -1.7634 -4.7125 0.011 -0.021 0.000 -0.0168
C -1.9918 -1.1476 -1.8252 -0.031 0.049 0.015 -0.1286
C -1.2506 -0.5548 -1.0612 -0.117 0.142 0.207 -0.1141
H -3.9150 -4.9403 -3.5680 0.000 0.006 -0.005 0.1251
H -2.5244 -3.7593 -1.8999 -0.002 0.002 0.004 0.1159
H -3.3522 -0.0338 -3.8374 -0.001 0.003 0.006 0.1195
H -4.7480 -1.2136 -5.5056 -0.008 0.000 0.000 0.1233
```
Positions in Å, forces in eV/Å.

The total energy is -4458.97316 Ha. The energy above the lowest of the compared OMol25 structures with the same formula, charge and spin comes out at 0.000 eV. The LUMO energy (spin up / spin down) comes out at -0.0961 / -0.1889 hartree. The net charge is +1. The calculation puts the HOMO-LUMO gap (spin up / spin down) at 7.867 / 5.333 eV. As for the multiplicity: 5. The HOMO energy (spin up / spin down) comes out at -10.48 / -10.47 eV.